A molecular structure, C5H20AlN6O6, computed with ωB97M-V with the def2-TZVPD basis set.

Values from the calculation:
LUMO level (alpha / beta): -12.13 / -12.03 eV
E_tot: -1224.11518 Eh
Net charge: +2
<S²>: 0.818
2S+1: 2

Last column: Löwdin charge in e.
Cartesian coordinates (Å):
Al  1.261  -0.711  -1.582  1.42
O  1.619  0.882  -4.045  -0.07
H  1.082  0.767  -4.852  0.03
O  2.165  -3.158  -0.194  0.00
H  2.932  -3.617  -0.588  0.05
C  -3.479  -0.330  -3.432  -0.06
C  -2.510  -0.068  -2.276  -0.34
O  -1.282  0.189  -2.832  -0.14
H  -4.463  -0.745  -3.215  0.09
H  -3.019  -1.123  -4.022  0.08
H  -3.715  0.554  -4.025  0.09
H  -2.504  -0.909  -1.583  0.12
H  -2.839  0.780  -1.676  0.11
H  -1.408  0.937  -3.420  0.10
C  -1.284  -1.074  1.752  -0.73
O  -0.593  -0.916  0.758  -0.02
N  -1.755  -2.247  2.141  0.19
N  -1.669  -0.131  2.561  0.20
H  -1.509  -3.048  1.576  0.13
H  -2.326  -2.281  2.973  0.12
H  -1.295  0.770  2.300  0.10
H  -2.091  -0.343  3.453  0.13
C  -0.237  2.571  0.282  -0.71
O  0.481  1.656  -0.104  -0.01
N  -1.278  3.072  -0.388  0.20
N  -0.208  3.012  1.492  0.19
H  -1.820  3.778  0.089  0.12
H  -1.478  2.866  -1.356  0.12
H  0.479  2.582  2.095  0.14
H  -0.772  3.785  1.816  0.14
C  3.767  -0.759  1.712  -0.64
O  2.785  -0.443  0.973  -0.03
N  4.393  -1.901  1.599  0.19
N  4.255  -0.101  2.751  0.20
H  5.200  -2.043  2.190  0.13
H  4.012  -2.644  1.031  0.10
H  3.956  0.837  2.975  0.14
H  5.150  -0.445  3.067  0.13

A single C5H7F2N molecule, computed with ωB97M-V with the def2-TZVPD basis set.

Values from the calculation:
LUMO level: 1.07 eV
Energy above the lowest of the compared OMol25 structures with the same formula, charge and spin: 47.5 kcal per mole
E_tot: -449.09964 Eh
Net charge: 0
Structure (SMILES): F[C@H]1NC[C@@H]2C[C@@]21F

Last column: Löwdin charge in e.
Cartesian coordinates (Å):
F  0.432  0.435  2.363  -0.04
C  0.819  0.610  0.987  -0.09
N  1.048  -1.092  0.389  0.04
C  -0.267  -1.420  -0.154  -0.25
C  -0.879  -0.177  -0.564  -0.21
C  -0.099  0.823  -1.269  -0.04
C  -0.312  1.018  0.200  -0.42
F  -1.151  2.030  0.528  0.08
H  1.891  0.999  0.876  0.17
H  1.254  -1.361  1.355  0.08
H  -0.971  -1.905  0.573  0.13
H  -0.103  -2.239  -0.939  0.14
H  -1.905  -0.200  -0.848  0.14
H  0.937  0.868  -1.664  0.13
H  -0.694  1.611  -1.833  0.14